This record from the Open Molecules 2025 dataset describes one molecule with the formula C6H9N. The level of theory is wB97M-V/def2-TZVPD.

Last column: natural (NBO) charge in e.
Element x y z (Å)
1 C 1.151 -3.538 0.792  -0.68
2 C 0.456 -2.303 0.450  0.04
3 C -0.012 -1.261 0.066  -0.07
4 C -0.411 -0.018 -0.506  -0.28
5 C 0.153 1.152 -0.193  -0.15
6 C -0.335 2.423 -0.821  -0.26
7 N -1.437 2.996 -0.042  -0.81
8 H 2.177 -3.479 0.412  0.24
9 H 0.664 -4.399 0.327  0.24
10 H 1.195 -3.699 1.873  0.23
11 H -2.020 2.212 0.247  0.35
12 H -1.168 -0.048 -1.291  0.22
13 H 0.883 1.208 0.615  0.20
14 H -0.692 2.209 -1.837  0.19
15 H 0.462 3.168 -0.915  0.20
16 H -1.064 3.378 0.823  0.35

The LUMO energy comes out at 1.0 eV. The calculation puts the total energy at -288.690942 Ha. The HOMO energy comes out at -8.55 eV. The value obtained for the energy above the lowest of the compared OMol25 structures with the same formula, charge and spin is 57.17 kcal per mole.